{"formula": "C34H40F10I2N3O30", "method": "ωB97M-V with the def2-TZVPD basis set", "e_homo_ev": -9.98, "lumo_ev": -3.73, "charge": 1, "gap_ev": 6.25, "species": ["C", "C", "I", "C", "I", "N", "C", "N", "N", "H", "H", "H", "H", "H", "H", "H", "H", "H", "H", "C", "C", "O", "C", "O", "O", "F", "H", "H", "H", "C", "C", "O", "C", "O", "O", "F", "H", "H", "H", "C", "C", "O", "C", "O", "O", "F", "H", "H", "H", "C", "C", "O", "C", "O", "O", "F", "H", "H", "H", "C", "C", "O", "C", "O", "O", "F", "H", "H", "H", "C", "C", "O", "C", "O", "O", "F", "H", "H", "H", "C", "C", "O", "C", "O", "O", "F", "H", "H", "H", "C", "C", "O", "C", "O", "O", "F", "H", "H", "H", "C", "C", "O", "C", "O", "O", "F", "H", "H", "H", "C", "C", "O", "C", "O", "O", "F", "H", "H", "H"], "positions_angstrom": [[4.057916, -4.670705, -5.352089], [4.454283, -3.445140, -6.145874], [6.586130, -3.665752, -6.835503], [3.587047, -3.254338, -7.404579], [4.525880, -1.843243, -8.731098], [2.292275, -2.585481, -7.099013], [1.391922, -3.321734, -6.346257], [1.035307, -4.590422, -6.686898], [0.880923, -2.772377, -5.242475], [4.315900, -5.583786, -5.879136], [3.006457, -4.672449, -5.057905], [4.629207, -4.678993, -4.429801], [4.463840, -2.524625, -5.571500], [3.470226, -4.161635, -7.998874], [1.849693, -2.302826, -7.971286], [0.544368, -4.992269, -5.887773], [1.882816, -5.153254, -6.769059], [1.561984, -2.400630, -4.587169], [-0.098915, -2.792635, -5.014819], [1.699111, -0.941640, -1.311508], [2.082241, 0.508715, -1.448424], [3.196353, 0.455488, -2.338075], [3.017776, -0.630551, -3.115273], [3.591168, -0.855848, -4.131642], [2.071778, -1.456730, -2.601276], [2.485647, 1.031520, -0.265977], [2.269085, -1.453541, -0.535803], [0.638717, -1.081057, -1.121016], [1.304864, 1.132231, -1.879732], [3.077102, 3.550984, 3.332459], [1.872789, 4.411131, 3.029807], [1.006140, 3.495730, 2.376497], [1.296157, 2.253158, 2.865237], [0.602408, 1.304027, 2.733960], [2.481784, 2.261194, 3.518320], [2.177128, 5.418358, 2.175380], [3.772093, 3.513224, 2.492457], [3.611685, 3.866738, 4.223904], [1.371299, 4.821848, 3.907879], [8.632135, -8.457016, -4.898315], [9.375170, -7.248214, -4.377889], [8.607965, -6.174551, -4.905481], [7.335834, -6.623112, -5.035808], [6.392921, -5.918760, -5.204844], [7.282810, -7.970906, -4.951825], [10.631217, -7.179183, -4.867914], [8.959617, -8.735061, -5.900321], [8.710679, -9.321050, -4.244880], [9.408686, -7.167578, -3.290346], [-1.072721, 4.540369, -1.709581], [-1.208805, 3.708455, -0.452950], [-1.471370, 2.409899, -0.977314], [-0.871594, 2.350582, -2.186393], [-0.658903, 1.329167, -2.769001], [-0.532746, 3.568929, -2.633150], [-2.254541, 4.091889, 0.305364], [-2.031190, 4.900348, -2.073627], [-0.401982, 5.385401, -1.591795], [-0.312326, 3.674302, 0.168346], [-4.605543, 6.422569, 2.181213], [-4.214654, 7.878039, 2.106046], [-3.178948, 7.859137, 1.139682], [-3.427899, 6.809424, 0.310362], [-2.894424, 6.650814, -0.737986], [-4.341742, 5.973421, 0.844054], [-3.715267, 8.330471, 3.281974], [-3.986769, 5.859383, 2.878134], [-5.650161, 6.281778, 2.444671], [-5.010668, 8.546094, 1.774494], [-4.694966, 5.228158, 7.546799], [-3.849026, 5.341255, 6.301971], [-4.825154, 5.568144, 5.295049], [-5.874476, 6.201449, 5.895650], [-6.732828, 6.767582, 5.307339], [-5.791359, 6.102196, 7.240853], [-3.196981, 4.186898, 6.031968], [-5.068838, 4.215630, 7.700054], [-4.171636, 5.552724, 8.442571], [-3.135686, 6.163780, 6.309582], [-7.518301, 1.010368, 10.424715], [-7.760248, 2.399334, 9.880680], [-6.535623, 2.683341, 9.223531], [-6.016382, 1.486151, 8.817020], [-5.149489, 1.374454, 8.020241], [-6.632444, 0.458207, 9.444036], [-7.951336, 3.300488, 10.871709], [-7.020062, 1.035176, 11.394442], [-8.426875, 0.420310, 10.505506], [-8.581092, 2.471035, 9.165588], [-1.143409, -6.008425, -1.093161], [-0.734203, -4.555759, -1.024819], [0.397985, -4.524358, -1.893169], [0.215677, -5.504934, -2.808338], [0.833307, -5.589611, -3.827381], [-0.744221, -6.358990, -2.430229], [-0.349086, -4.192300, 0.213881], [-0.595626, -6.622083, -0.378229], [-2.208960, -6.159680, -0.949720], [-1.487342, -3.853671, -1.386988], [0.581997, 7.763394, 8.266060], [-0.436074, 6.723822, 8.672350], [-0.973655, 6.320910, 7.422690], [0.013153, 6.499225, 6.491686], [0.003182, 6.024176, 5.407078], [0.999602, 7.279889, 6.983271], [-1.426325, 7.255669, 9.426836], [0.133728, 8.751305, 8.156022], [1.422279, 7.827486, 8.951439], [-0.019802, 5.855419, 9.185077], [-0.649076, -7.337152, -7.661957], [-0.872290, -8.307855, -6.523987], [-1.134125, -9.515951, -7.202299], [-0.471236, -9.458620, -8.399620], [-0.256914, -10.383712, -9.095785], [-0.086809, -8.178448, -8.666972], [-1.954852, -7.966055, -5.780012], [-1.587285, -6.911915, -8.022906], [0.032792, -6.529369, -7.405141], [-0.012092, -8.440198, -5.863935]], "atomic_forces_ev_per_a": [[0.1, 0.4, 0.4], [0.6, -0.3, -1.1], [-0.7, 0.6, 0.2], [0.7, 0.8, -0.4], [-0.7, 0.3, -0.6], [0.9, -1.0, 1.0], [-0.4, -0.6, 0.1], [0.1, 0.6, 1.2], [0.0, 0.4, -0.8], [-0.2, -0.1, -0.1], [0.0, 0.1, 0.0], [-0.1, -0.1, 0.1], [0.0, 0.0, 0.0], [0.1, -0.1, 0.1], [-0.1, 0.4, 0.2], [-0.1, -0.2, -0.1], [-0.1, 0.0, -1.0], [-0.2, 1.1, -0.3], [0.1, -0.7, 0.5], [-0.4, -0.3, 0.1], [0.3, 0.2, 0.5], [-0.4, -0.2, -0.2], [0.3, 0.1, -0.1], [0.0, -0.2, -0.1], [-0.1, 0.1, 0.1], [0.1, 0.0, -0.1], [0.1, 0.1, 0.0], [0.0, 0.0, -0.3], [0.1, 0.0, 0.0], [0.2, 0.0, 0.2], [0.1, 0.1, -0.2], [0.0, -0.1, 0.3], [0.0, -0.1, -0.1], [0.0, -0.1, -0.1], [-0.1, 0.2, -0.1], [-0.1, 0.0, -0.1], [-0.1, 0.1, -0.1], [-0.1, -0.2, 0.1], [0.0, 0.1, -0.1], [-0.1, -0.3, 0.1], [0.2, 0.0, -0.4], [-0.1, -0.1, 0.4], [-0.2, 0.0, -0.1], [0.4, -1.2, 0.7], [0.2, 0.1, 0.0], [0.0, 0.1, 0.0], [0.1, 0.1, 0.0], [-0.2, 0.0, 0.1], [0.1, 0.0, 0.0], [0.1, 0.2, -0.1], [-0.3, 0.3, 0.1], [0.4, 0.0, 0.0], [-0.3, 0.0, -0.1], [0.0, -0.1, -0.1], [0.0, -0.1, 0.2], [0.0, -0.2, 0.1], [-0.1, -0.1, 0.1], [0.2, -0.1, -0.1], [-0.1, 0.0, 0.1], [-0.4, -0.3, 0.1], [0.3, -0.1, 0.3], [-0.3, 0.0, -0.2], [0.2, -0.2, 0.1], [0.1, 0.1, -0.2], [0.1, 0.4, 0.0], [0.0, 0.0, -0.1], [0.1, 0.2, 0.0], [0.0, -0.1, -0.2], [0.0, 0.1, 0.1], [0.0, 0.0, 0.4], [-0.1, -0.4, -0.1], [0.1, 0.3, 0.2], [-0.2, 0.0, 0.0], [-0.1, 0.0, -0.1], [0.2, -0.1, -0.2], [0.0, 0.1, -0.1], [0.1, -0.1, -0.2], [-0.2, 0.2, 0.0], [0.1, -0.1, -0.1], [-0.2, -0.3, 0.1], [0.2, 0.2, 0.3], [-0.3, -0.3, -0.2], [0.2, -0.1, 0.0], [0.1, 0.1, 0.0], [-0.1, 0.2, 0.0], [0.0, 0.0, -0.1], [0.0, 0.2, 0.0], [0.1, -0.1, -0.2], [0.0, 0.1, 0.1], [-0.3, -0.2, 0.1], [0.2, -0.1, 0.4], [-0.3, 0.1, -0.3], [0.1, -0.2, 0.1], [0.0, 0.1, -0.2], [0.0, 0.2, 0.1], [0.1, 0.0, -0.1], [0.1, 0.1, 0.0], [0.0, -0.1, -0.3], [0.0, 0.1, 0.1], [0.3, 0.1, 0.1], [-0.3, 0.3, 0.0], [0.5, -0.1, 0.0], [0.0, 0.1, -0.1], [-0.1, 0.0, -0.1], [-0.2, -0.1, 0.1], [0.0, -0.1, 0.0], [-0.2, -0.1, 0.0], [0.1, -0.1, -0.2], [-0.1, 0.0, 0.1], [0.2, 0.2, -0.1], [-0.4, -0.1, -0.1], [0.4, 0.2, 0.0], [-0.1, -0.1, -0.2], [0.0, -0.1, -0.1], [-0.1, 0.0, 0.3], [0.0, 0.0, 0.0], [-0.1, -0.1, 0.1], [0.0, -0.2, -0.3], [-0.1, 0.0, 0.1]], "lowdin_charge": [-0.16, -0.69, 0.92, -0.80, 0.85, -0.01, -0.37, 0.20, 0.26, 0.07, 0.05, 0.08, 0.05, 0.08, 0.11, 0.08, 0.12, 0.11, 0.14, -0.03, -0.29, 0.17, -0.55, 0.17, 0.04, 0.09, 0.15, 0.14, 0.14, -0.04, -0.31, 0.11, -0.56, 0.18, 0.08, 0.08, 0.14, 0.14, 0.15, -0.04, -0.31, 0.12, -0.56, -0.05, 0.08, 0.09, 0.15, 0.14, 0.18, -0.03, -0.29, 0.15, -0.58, 0.13, 0.09, 0.09, 0.13, 0.15, 0.16, -0.04, -0.30, 0.14, -0.55, 0.16, 0.08, 0.08, 0.14, 0.14, 0.18, -0.03, -0.31, 0.11, -0.55, 0.18, 0.09, 0.09, 0.12, 0.14, 0.16, -0.05, -0.31, 0.11, -0.55, 0.18, 0.08, 0.08, 0.15, 0.14, 0.18, -0.02, -0.30, 0.13, -0.55, 0.13, 0.09, 0.10, 0.15, 0.15, 0.18, -0.04, -0.31, 0.11, -0.54, 0.18, 0.08, 0.08, 0.15, 0.14, 0.18, -0.06, -0.32, 0.14, -0.54, 0.21, 0.07, 0.07, 0.15, 0.09, 0.17]}